Entry 1:
Formula: C27H28CdN2Si
Source: OMol25
Level of theory: ωB97M-V/def2-TZVPD

Geometry (Å):
C (0.677, 1.718, 0.349)
C (-0.265, 2.150, -0.623)
C (-1.558, 1.988, -0.080)
H (-0.048, 2.493, -1.631)
C (-1.428, 1.408, 1.245)
C (-0.035, 1.267, 1.504)
H (0.441, 0.932, 2.419)
H (1.747, 1.724, 0.185)
H (-2.481, 2.273, -0.594)
H (-2.247, 1.225, 1.957)
Cd (-0.791, -3.494, -0.434)
C (-0.559, -2.741, -2.647)
H (-1.571, -2.978, -2.308)
H (0.385, -3.304, -2.536)
H (-0.709, -2.573, -3.767)
Si (0.473, -0.143, -3.205)
C (1.924, -0.872, -4.129)
C (2.902, 0.135, -4.338)
H (2.694, 1.160, -3.962)
C (4.148, -0.125, -4.983)
H (4.863, 0.687, -5.202)
C (4.449, -1.435, -5.411)
H (5.338, -1.630, -6.030)
C (3.556, -2.483, -5.051)
H (3.795, -3.508, -5.371)
C (2.350, -2.209, -4.357)
H (1.768, -3.064, -3.984)
C (-1.109, 0.317, -4.127)
C (-0.872, 0.981, -5.359)
H (-0.048, 0.687, -6.005)
C (-1.639, 2.078, -5.748)
H (-1.355, 2.675, -6.624)
C (-2.800, 2.364, -5.029)
H (-3.445, 3.178, -5.361)
C (-3.182, 1.573, -3.927)
H (-4.152, 1.741, -3.426)
C (-2.334, 0.547, -3.464)
H (-2.612, -0.058, -2.598)
H (0.618, -0.755, -1.811)
H (0.852, 1.230, -3.080)
N (-2.281, -2.056, 1.290)
C (-1.562, -2.191, 2.517)
C (-2.128, -2.360, 3.771)
C (-1.357, -2.471, 4.953)
C (0.020, -2.349, 4.893)
C (0.641, -2.201, 3.609)
C (2.019, -1.903, 3.384)
C (2.498, -1.727, 2.090)
C (1.674, -1.978, 0.993)
N (0.413, -2.424, 1.169)
C (-0.158, -2.273, 2.421)
H (-3.275, -2.223, 1.436)
H (-2.196, -1.112, 0.896)
H (-3.211, -2.387, 3.854)
H (-1.802, -2.607, 5.933)
H (0.689, -2.361, 5.764)
H (2.662, -1.739, 4.253)
H (3.526, -1.385, 1.911)
H (2.036, -1.801, -0.008)

Calculated total energy: -1612.0773 Eh
HOMO energy (spin up / spin down): -5.552 / -5.641 eV
LUMO (spin up / spin down): -2.6 / -2.5 eV
Max |F|: 0.035 hartree/bohr
2S+1: 1
Net charge: 0
Relative energy (zero: lowest compared OMol25 entry of this formula, charge and spin): 176.83 kJ/mol
HOMO-LUMO gap (spin up / spin down): 2.95 / 3.11 eV


Entry 2:
Formula: C27H28Cl2CoGeN4O2Se
Source: OMol25
Level of theory: ωB97M-V/def2-TZVPD

Geometry (Å):
Co (0.114, -0.756, -1.473)
Se (4.512, 5.441, -0.887)
N (4.772, 3.725, -0.559)
C (3.717, 3.126, -0.934)
C (3.535, 1.657, -0.944)
C (4.543, 0.772, -0.627)
C (4.379, -0.563, -0.640)
C (3.116, -1.088, -0.945)
N (2.140, -0.322, -1.265)
C (2.337, 1.039, -1.270)
C (1.208, 1.875, -1.742)
N (0.028, 1.307, -2.006)
C (-0.927, 2.060, -2.482)
C (-0.785, 3.385, -2.713)
C (0.412, 4.062, -2.404)
C (1.440, 3.294, -1.877)
C (2.685, 3.863, -1.516)
N (2.874, 5.155, -1.585)
H (5.423, 1.155, -0.301)
H (5.145, -1.238, -0.325)
H (2.994, -2.193, -0.989)
H (-1.884, 1.681, -2.843)
H (-1.520, 3.909, -3.304)
H (0.478, 5.115, -2.703)
Cl (-5.631, -5.316, -1.509)
C (-4.586, -3.964, -1.493)
C (-4.844, -2.900, -0.603)
C (-4.000, -1.804, -0.309)
Cl (-4.448, -0.545, 0.739)
C (-2.783, -1.733, -0.992)
O (-1.873, -0.834, -0.767)
C (-2.501, -2.729, -1.994)
C (-1.265, -2.922, -2.648)
O (-0.134, -2.334, -2.661)
C (-3.464, -3.830, -2.193)
H (-5.817, -2.959, -0.116)
H (-1.313, -3.690, -3.440)
H (-3.321, -4.578, -2.933)
C (1.766, 3.602, 2.292)
C (0.360, 3.326, 1.716)
C (0.017, 1.792, 1.792)
C (-1.318, 1.460, 1.238)
Ge (-1.353, -0.475, 1.159)
C (-2.008, -2.031, 2.267)
C (-1.021, -2.526, 3.385)
C (0.245, -3.239, 2.785)
C (0.114, -4.132, 1.559)
H (2.050, 4.618, 2.162)
H (2.555, 2.902, 1.833)
H (1.820, 3.457, 3.407)
H (0.255, 3.618, 0.672)
H (-0.358, 3.899, 2.298)
H (0.058, 1.522, 2.846)
H (0.876, 1.370, 1.276)
H (-1.484, 1.939, 0.244)
H (-2.139, 1.899, 1.802)
H (0.295, -0.791, 0.877)
H (-2.361, -2.806, 1.596)
H (-2.978, -1.620, 2.670)
H (-1.620, -3.206, 4.048)
H (-0.837, -1.613, 3.934)
H (1.053, -3.665, 3.518)
H (0.919, -2.476, 2.315)
H (1.047, -4.122, 0.935)
H (-0.738, -3.844, 0.898)
H (0.031, -5.180, 1.726)

Calculated total energy: -8196.1194 Eh
HOMO energy (spin up / spin down): -14.344 / -14.344 eV
LUMO (spin up / spin down): -6.6 / -6.9 eV
Max |F|: 0.067 hartree/bohr
<S²>: 3.756
2S+1: 4
Net charge: +2
Relative energy (zero: lowest compared OMol25 entry of this formula, charge and spin): 14.12 kJ/mol
HOMO-LUMO gap (spin up / spin down): 7.71 / 7.40 eV


Entry 3:
Formula: C27H28Cl5FNOV
Source: OMol25
Level of theory: ωB97M-V/def2-TZVPD

Geometry (Å):
V (-0.649, -0.296, 1.735)
C (2.372, 2.905, 1.096)
C (1.478, 4.005, 1.675)
C (0.732, 4.748, 0.561)
C (0.484, 3.492, 2.704)
C (0.336, 4.204, 3.907)
C (-0.614, 3.889, 4.855)
C (-1.435, 2.774, 4.684)
C (-1.285, 2.040, 3.536)
C (-1.889, 0.692, 3.287)
C (-4.175, 0.607, 2.409)
C (-1.273, -0.064, 4.552)
C (-0.343, 2.392, 2.478)
N (-0.397, 1.686, 1.174)
C (-1.570, 2.039, 0.413)
C (-2.546, 3.004, 0.708)
C (-3.681, 3.159, -0.077)
C (-3.856, 2.418, -1.229)
C (-2.853, 1.537, -1.623)
C (-1.756, 1.380, -0.815)
F (-0.762, 0.542, -1.195)
H (3.054, 3.331, 0.356)
H (1.769, 2.134, 0.621)
H (2.963, 2.434, 1.885)
H (2.124, 4.725, 2.190)
H (0.129, 4.052, -0.023)
H (1.437, 5.246, -0.109)
H (0.065, 5.503, 0.984)
H (0.990, 5.052, 4.084)
H (-0.698, 4.489, 5.753)
H (-2.160, 2.487, 5.436)
H (-2.449, 1.205, 1.534)
H (-4.564, 1.151, 3.265)
H (-2.839, -0.878, 2.779)
H (-5.029, 0.415, 1.768)
H (-2.119, -0.182, 5.238)
H (-0.472, 0.482, 5.029)
H (-0.896, -1.048, 4.254)
H (-2.436, 3.606, 1.602)
H (-4.443, 3.863, 0.233)
H (-4.753, 2.515, -1.826)
H (-2.928, 0.967, -2.539)
Cl (-2.142, -1.948, -2.532)
C (-2.335, -2.554, -0.930)
C (-2.527, -1.856, 0.268)
C (-2.664, -0.658, 0.924)
Cl (-2.708, 0.179, 2.162)
C (-2.601, -2.939, 1.358)
Cl (-2.963, -2.649, 3.125)
C (-2.463, -4.153, 0.738)
Cl (-2.451, -5.703, 1.493)
C (-2.293, -3.919, -0.648)
Cl (-2.064, -5.155, -1.822)
C (1.479, -3.235, 1.127)
C (2.004, -1.802, 1.146)
C (2.501, -1.362, -0.228)
O (0.984, -0.951, 1.534)
H (2.270, -3.950, 0.897)
H (0.690, -3.310, 0.374)
H (1.046, -3.481, 2.098)
H (2.815, -1.702, 1.881)
H (1.668, -1.412, -0.932)
H (3.318, -1.999, -0.570)
H (2.841, -0.328, -0.175)

Calculated total energy: -4519.6816 Eh
HOMO energy (spin up / spin down): -3.409 / -3.330 eV
LUMO (spin up / spin down): 2.0 / 2.2 eV
Max |F|: 0.247 hartree/bohr
<S²>: 0.990
2S+1: 2
Net charge: -1
HOMO-LUMO gap (spin up / spin down): 5.38 / 5.58 eV


Entry 4:
Formula: C27H28ClN2O2
Source: OMol25
Level of theory: ωB97M-V/def2-TZVPD

Geometry (Å):
Cl (-1.192, 4.821, 1.021)
C (-1.164, 3.198, 1.559)
C (-2.260, 2.358, 1.317)
C (-2.170, 1.006, 1.645)
C (-0.952, 0.460, 2.146)
C (-0.788, -0.954, 2.323)
C (0.398, -1.481, 3.080)
C (-0.031, -2.905, 3.555)
C (-1.426, -3.055, 3.010)
C (-1.820, -1.930, 2.305)
C (0.110, 1.355, 2.444)
C (-0.007, 2.710, 2.183)
H (-3.156, 2.761, 0.856)
H (-3.034, 0.352, 1.499)
H (1.298, -1.475, 2.439)
H (0.629, -0.866, 3.966)
H (0.661, -3.655, 3.151)
H (0.008, -2.980, 4.655)
H (-2.033, -3.934, 3.199)
H (-2.754, -1.790, 1.772)
H (1.031, 0.972, 2.892)
H (0.813, 3.385, 2.420)
C (2.859, 1.783, -0.085)
C (1.999, 0.943, -0.884)
C (1.906, 0.678, -2.225)
C (0.720, -0.092, -2.411)
C (0.126, -0.201, -1.171)
C (-1.075, -0.879, -0.709)
N (-1.945, -1.313, -1.767)
C (-2.768, -0.395, -2.514)
C (-1.811, -2.645, -2.061)
O (-2.462, -3.264, -2.897)
C (-0.719, -3.151, -1.119)
C (-0.985, -4.602, -0.704)
C (0.161, -5.263, 0.022)
C (-0.056, -5.886, 1.257)
C (1.016, -6.435, 1.969)
C (2.304, -6.402, 1.417)
C (2.511, -5.854, 0.148)
C (1.440, -5.290, -0.555)
N (-0.713, -2.141, -0.070)
O (0.948, 0.343, -0.233)
H (3.665, 2.167, -0.717)
H (2.309, 2.642, 0.324)
H (3.303, 1.237, 0.757)
H (2.585, 1.009, -3.003)
H (0.338, -0.510, -3.341)
H (-1.666, -0.237, -0.064)
H (-3.271, -0.946, -3.308)
H (-3.518, 0.046, -1.835)
H (-2.162, 0.420, -2.947)
H (0.261, -3.075, -1.639)
H (-1.907, -4.658, -0.102)
H (-1.156, -5.132, -1.660)
H (-1.082, -5.912, 1.640)
H (0.833, -6.891, 2.944)
H (3.144, -6.813, 1.977)
H (3.503, -5.859, -0.307)
H (1.574, -4.874, -1.557)
H (0.154, -2.126, 0.456)

Calculated total energy: -1765.5630 Eh
HOMO energy: -11.015 eV
LUMO: -5.6 eV
Max |F|: 0.058 hartree/bohr
2S+1: 1
Net charge: +1
HOMO-LUMO gap: 5.43 eV